No. 1
This record from the Open Molecules 2025 dataset describes C10H14B3CaF12O9 as an isolated structure. The level of theory is ωB97M-V with the def2-TZVPD basis set.

Properties
E_LUMO (alpha / beta) in Eh: -0.092 / -0.307
HOMO energy (alpha / beta) in eV: -10.8981 / -10.8979
F_max in hartree/bohr: 0.103
E_tot in Eh: -3017.74252
2S+1: 2

Last column: Mulliken charge in e.
Geometry (Å):
Ca  -1.446  3.396  1.712  1.777
B  -4.778  2.267  1.538  0.526
F  -5.402  3.481  1.477  -0.339
F  -4.886  1.642  0.270  -0.396
F  -3.384  2.280  1.900  -0.287
F  -5.510  1.564  2.519  -0.376
B  -3.104  4.686  -1.058  0.277
F  -2.466  4.882  -2.291  -0.377
F  -3.713  5.802  -0.514  -0.366
F  -4.068  3.703  -1.022  -0.334
F  -2.156  4.136  -0.248  -0.171
B  0.136  1.417  0.420  0.621
F  0.413  2.008  1.596  -0.435
F  0.727  2.023  -0.634  -0.360
F  0.490  0.102  0.484  -0.418
F  -1.206  1.543  0.281  -0.260
C  3.358  -3.402  1.444  -0.198
C  3.231  -1.888  1.748  0.331
O  2.762  -1.896  3.099  -0.382
C  2.267  -3.031  3.478  0.699
O  1.371  -3.142  4.339  -0.593
O  2.666  -3.930  2.610  -0.372
H  4.385  -3.744  1.321  0.291
H  2.764  -3.613  0.555  0.232
H  2.437  -1.507  1.105  -0.276
H  4.125  -1.278  1.619  0.338
C  -4.066  -1.479  0.506  -0.167
C  -2.893  -1.198  -0.486  0.013
O  -2.877  -2.476  -1.119  -0.243
C  -3.269  -3.443  -0.174  0.702
O  -3.239  -4.653  -0.442  -0.109
O  -3.910  -2.874  0.870  -0.228
H  -4.967  -1.300  -0.082  0.306
H  -4.017  -0.750  1.314  0.298
H  -1.889  -1.061  -0.085  0.012
H  -3.105  -0.446  -1.246  0.339
C  3.628  1.131  -0.730  -1.197
C  3.625  -0.105  -1.581  0.976
C  2.486  -0.201  -2.595  -0.259
O  3.090  -0.265  -3.816  -0.383
C  4.448  -0.460  -3.636  0.474
O  5.193  -0.555  -4.557  -0.507
O  4.784  -0.129  -2.374  -0.424
H  4.564  1.334  -0.210  0.382
H  2.768  0.908  -0.099  0.122
H  3.330  2.029  -1.271  0.375
H  3.521  -1.013  -0.988  -0.130
H  1.815  0.651  -2.483  0.235
H  1.967  -1.151  -2.466  0.264



No. 2
This record from the Open Molecules 2025 dataset describes one molecule with the formula C5H5NO2. The level of theory is ωB97M-V with the def2-TZVPD basis set.

Properties
E_LUMO in Eh: -0.022
HOMO energy in eV: -10.5824
SMILES: C/C(C#N)=C/C(=O)O
F_max in hartree/bohr: 0.135
E_tot in Eh: -398.65509
2S+1: 1

Last column: Mulliken charge in e.
Geometry (Å):
C  1.687  -1.991  0.927  -0.912
C  0.537  -1.031  0.293  0.418
C  -0.382  -0.450  1.283  0.301
N  -1.170  -0.107  2.120  -0.533
C  0.623  -0.180  -0.695  -0.148
C  -0.309  0.966  -1.151  0.433
O  0.217  1.798  -2.026  -0.573
O  -1.483  1.094  -0.577  -0.515
H  1.392  -3.013  1.362  0.277
H  2.463  -2.110  0.207  0.354
H  1.955  -1.123  1.718  0.261
H  1.436  -0.430  -1.471  0.267
H  -1.865  0.409  0.222  0.369



No. 3
This record from the Open Molecules 2025 dataset describes an isolated ion of composition CHN4O2 and charge -1. The level of theory is ωB97M-V with the def2-TZVPD basis set.

Properties
E_LUMO in Eh: 0.148
HOMO energy in eV: -3.4648
Charge: -1
SMILES: N#C/N=N/N([O-])O
F_max in hartree/bohr: 0.055
E_tot in Eh: -408.10140
2S+1: 1

Last column: Mulliken charge in e.
Geometry (Å):
N  4.156  -0.065  0.034  -0.576
C  3.027  0.281  0.057  0.276
N  1.736  0.301  0.038  -0.425
N  1.098  1.473  -0.024  -0.288
N  -0.171  1.517  0.091  0.921
O  -0.804  2.598  -0.087  -0.753
O  -0.996  0.336  0.301  -0.532
H  -0.599  -0.418  -0.261  0.377



No. 4
This record from the Open Molecules 2025 dataset describes C6H6O2 as an isolated structure. The level of theory is ωB97M-V with the def2-TZVPD basis set.

Properties
E_LUMO in Eh: 0.030
HOMO energy in eV: -8.2656
F_max in hartree/bohr: 0.125
E_tot in Eh: -382.52185
2S+1: 1

Last column: Mulliken charge in e.
Geometry (Å):
C  -0.983  -1.434  1.433  -0.942
C  -0.232  -0.758  0.609  0.387
C  -0.338  0.458  -1.255  -0.277
C  1.108  0.183  -1.033  -0.455
C  0.786  0.215  0.489  -0.009
C  -0.150  1.400  0.012  0.338
H  -0.713  -1.636  2.409  0.347
H  -2.188  -1.581  1.123  0.154
H  -0.969  0.280  -2.133  0.472
H  1.853  0.989  -1.349  0.312
H  1.575  -0.709  -1.593  0.269
H  1.653  0.724  1.252  0.309
O  -0.976  -0.587  -0.449  -0.397
O  -0.427  2.455  0.484  -0.508



No. 5
This record from the Open Molecules 2025 dataset describes a 2-piece molecular cluster, C4H12 overall. The level of theory is ωB97M-V with the def2-TZVPD basis set.

Properties
E_LUMO in Eh: 0.041
HOMO energy in eV: -11.0102
SMILES: CC.CC
F_max in hartree/bohr: 0.054
E_tot in Eh: -159.54556
2S+1: 1

Last column: Mulliken charge in e.
Geometry (Å):
C  -2.780  -0.346  -0.774  -0.910
C  -1.362  -0.673  -0.340  -0.672
H  -2.798  0.494  -1.438  0.281
H  -3.248  -1.254  -1.162  0.252
H  -3.356  -0.011  0.099  0.286
H  -1.100  -0.316  0.652  0.184
H  -0.512  -0.166  -0.887  0.205
H  -0.968  -1.658  -0.569  0.401
C  2.480  0.512  -0.113  -0.758
C  1.545  0.369  1.089  -0.861
H  2.114  0.435  -1.136  0.321
H  2.823  1.551  0.017  0.228
H  3.392  -0.051  0.097  0.250
H  2.153  0.076  1.957  0.309
H  0.635  -0.205  1.049  0.165
H  0.982  1.243  1.460  0.318



No. 6
This record from the Open Molecules 2025 dataset describes a 2-piece molecular cluster, CNO3S2 overall. The level of theory is ωB97M-V with the def2-TZVPD basis set.

Properties
E_LUMO in Eh: 0.062
HOMO energy in eV: -4.9089
Charge: -1
F_max in hartree/bohr: 0.056
E_tot in Eh: -1114.99009
2S+1: 1

Last column: Mulliken charge in e.
Geometry (Å):
C  1.971  -0.417  0.140  0.540
N  2.878  -0.465  -0.590  -0.616
O  -0.810  0.889  -1.321  -0.436
O  -1.626  1.319  0.955  -0.452
O  1.082  -0.401  0.962  -0.717
S  -2.256  -1.288  -0.095  -0.253
S  -1.239  0.364  -0.052  0.935



No. 7
This record from the Open Molecules 2025 dataset describes C31H49InNO3P2S as an isolated structure. The level of theory is ωB97M-V with the def2-TZVPD basis set.

Properties
E_LUMO (alpha / beta) in Eh: -0.218 / -0.220
HOMO energy (alpha / beta) in eV: -10.0022 / -9.9902
Charge: +1
F_max in hartree/bohr: 0.098
E_tot in Eh: -2761.60181
2S+1: 1

Last column: Mulliken charge in e.
Geometry (Å):
In  -2.288  2.000  -0.057  0.124
C  0.397  1.136  -2.949  0.023
C  -0.135  2.371  -2.498  0.845
C  1.871  2.042  -1.428  0.414
C  1.648  0.943  -2.302  0.901
C  0.755  2.912  -1.531  0.554
C  -0.228  0.268  -3.969  -1.454
H  -1.293  0.089  -3.752  0.116
H  0.274  -0.703  -4.030  0.280
H  -0.172  0.741  -4.963  0.380
C  2.619  -0.141  -2.538  -0.349
H  2.272  -0.838  -3.309  0.456
H  2.808  -0.707  -1.605  -0.387
H  3.587  0.279  -2.858  0.359
C  3.086  2.259  -0.632  -0.960
H  3.951  2.447  -1.284  0.358
H  3.348  1.380  -0.020  0.061
H  2.972  3.121  0.030  0.379
C  0.543  4.153  -0.750  -1.114
H  0.787  5.056  -1.332  0.344
H  1.165  4.154  0.152  0.316
H  -0.506  4.255  -0.429  -0.037
C  -1.399  2.981  -2.986  -1.404
H  -1.300  3.361  -4.016  0.519
H  -1.704  3.830  -2.361  0.287
H  -2.222  2.248  -2.996  0.294
C  -3.688  0.332  0.298  -0.066
C  -3.914  0.876  -1.011  -0.334
C  -5.049  1.898  -1.227  -0.672
C  -4.817  3.359  -0.755  -1.339
C  -3.668  3.618  0.239  -0.093
C  -3.634  2.943  1.497  -0.421
C  -4.798  2.042  1.921  -0.899
C  -4.711  0.597  1.395  -1.189
H  -6.001  1.524  -0.795  0.340
H  -5.779  3.760  -0.403  0.476
H  -5.230  1.908  -2.311  0.445
H  -5.721  0.297  1.060  0.382
H  -3.172  -0.634  0.384  0.452
H  -3.649  0.260  -1.887  0.533
H  -4.491  -0.045  2.256  0.479
H  -4.804  2.006  3.028  0.426
H  -3.084  3.358  2.356  0.558
H  -5.785  2.477  1.675  0.343
H  -4.569  3.951  -1.651  0.355
H  -3.113  4.559  0.116  0.830
P  -0.883  -2.684  -1.194  0.976
C  0.218  -3.495  -2.436  -1.234
H  0.352  -4.541  -2.134  0.455
H  1.205  -3.020  -2.461  0.099
H  -0.250  -3.437  -3.429  0.493
C  -1.000  -4.114  -0.040  -1.317
H  -1.285  -5.002  -0.620  0.410
H  -1.753  -3.913  0.733  0.383
H  -0.020  -4.257  0.439  0.269
C  -2.488  -2.918  -2.081  -1.265
H  -3.286  -2.410  -1.522  0.245
H  -2.722  -3.988  -2.167  0.396
H  -2.423  -2.473  -3.084  0.352
P  0.199  0.304  2.567  0.648
C  0.620  2.074  2.883  -1.027
H  0.519  2.374  3.937  0.417
H  -0.079  2.663  2.270  0.083
H  1.639  2.285  2.542  0.327
C  -1.082  0.082  3.876  -1.167
H  -1.940  0.725  3.616  0.152
H  -0.709  0.335  4.880  0.427
H  -1.420  -0.964  3.861  0.382
C  1.647  -0.576  3.220  -0.904
H  1.671  -0.627  4.312  0.493
H  2.570  -0.111  2.843  0.191
H  1.621  -1.599  2.810  0.147
O  4.375  0.080  1.127  -0.850
C  4.195  -1.131  0.877  0.305
N  3.197  -1.647  0.104  -0.180
S  2.935  -3.230  0.273  1.072
O  3.004  -3.949  -0.980  -0.735
O  1.804  -3.505  1.148  -0.682
C  4.415  -3.458  1.213  0.076
C  4.936  -4.662  1.697  -0.565
C  6.102  -4.589  2.479  -0.527
C  6.692  -3.345  2.765  -0.533
C  6.140  -2.160  2.266  -0.463
C  4.998  -2.238  1.465  0.006
H  4.436  -5.598  1.453  0.456
H  6.542  -5.510  2.862  0.393
H  7.588  -3.311  3.384  0.381
H  6.561  -1.182  2.472  0.502



No. 8
This record from the Open Molecules 2025 dataset describes a 2-piece molecular cluster, C6H19N2OSi overall. The level of theory is ωB97M-V with the def2-TZVPD basis set.

Properties
E_LUMO in Eh: -0.126
HOMO energy in eV: -11.1349
Charge: +1
F_max in hartree/bohr: 0.092
E_tot in Eh: -713.85438
2S+1: 1

Last column: Mulliken charge in e.
Geometry (Å):
C  -2.392  0.755  -2.004  -1.109
C  -0.403  -0.687  -2.022  -1.077
C  0.483  2.332  -0.539  -0.993
C  0.545  1.148  1.822  -0.866
C  2.431  -2.145  1.584  -0.716
C  -0.995  0.493  -0.026  -0.636
N  -1.102  0.419  -1.344  0.194
N  0.316  1.098  0.323  0.166
O  1.238  -1.586  0.993  -0.196
Si  -0.285  -2.014  1.259  0.537
H  -2.630  1.735  -1.530  0.406
H  -2.298  1.023  -3.103  0.308
H  -3.071  -0.010  -1.927  0.410
H  -1.156  -1.289  -2.468  0.407
H  0.242  -0.266  -2.814  0.319
H  0.012  -1.466  -1.433  0.281
H  -0.293  3.011  -0.302  0.446
H  1.457  2.784  -0.528  0.408
H  0.385  2.149  -1.583  0.353
H  0.734  2.141  2.121  0.411
H  -0.323  0.751  2.254  0.397
H  1.362  0.395  2.133  0.177
H  2.827  -2.881  0.971  0.281
H  2.023  -2.658  2.611  0.286
H  3.106  -1.349  1.644  0.316
H  -1.902  0.915  0.491  0.355
H  1.153  0.455  0.005  0.387
H  -0.908  -3.226  0.752  -0.121
H  -0.558  -2.026  2.660  -0.131



No. 9
This record from the Open Molecules 2025 dataset describes a 2-piece molecular cluster, C12H12NOP overall. The level of theory is ωB97M-V with the def2-TZVPD basis set.

Properties
E_LUMO (alpha / beta) in Eh: -0.025 / -0.020
HOMO energy (alpha / beta) in eV: -8.0337 / -8.3220
F_max in hartree/bohr: 0.103
E_tot in Eh: -935.53444
2S+1: 1

Last column: Mulliken charge in e.
Geometry (Å):
C  5.514  -0.548  0.198  -0.362
C  4.343  -1.270  -0.036  -0.530
C  5.572  0.833  0.273  -0.306
C  3.174  -0.472  -0.251  0.130
C  4.410  1.591  0.122  -0.866
C  3.285  0.835  -0.093  -0.023
C  -4.925  0.753  0.005  -0.352
C  -3.659  1.452  0.121  -0.485
C  -5.053  -0.552  0.027  -0.694
C  -2.475  0.700  -0.048  0.493
C  -3.813  -1.347  0.300  -0.453
C  -2.508  -0.741  -0.188  -0.734
N  0.181  0.728  -0.226  0.325
O  0.327  -0.518  -0.404  -0.435
P  -0.999  1.738  0.062  -0.222
H  6.406  -1.142  0.168  0.319
H  4.156  -2.281  -0.423  0.300
H  6.497  1.304  0.375  0.409
H  2.262  -0.954  -0.590  0.499
H  4.502  2.583  0.241  0.503
H  -5.871  1.299  0.011  0.293
H  -3.747  2.529  0.270  0.325
H  -5.942  -1.018  -0.043  0.500
H  -3.725  -1.351  1.426  0.276
H  -3.992  -2.310  -0.264  0.271
H  -2.384  -0.735  -1.214  0.364
H  -1.534  -1.107  0.184  0.454



No. 10
This record from the Open Molecules 2025 dataset describes an isolated ion of composition C10H10NO3S and charge -1. The level of theory is ωB97M-V with the def2-TZVPD basis set.

Properties
E_LUMO in Eh: 0.123
HOMO energy in eV: -3.8222
Charge: -1
F_max in hartree/bohr: 0.088
E_tot in Eh: -1065.65902
2S+1: 1

Last column: Mulliken charge in e.
Geometry (Å):
C  -2.335  -0.141  1.942  -0.865
C  -1.772  1.114  2.187  -0.665
C  -1.737  -0.947  0.926  -0.089
C  -0.647  1.444  1.524  -0.438
C  -0.636  -0.593  0.217  0.300
C  0.007  -1.545  -0.775  0.574
C  0.013  0.659  0.604  0.539
C  -0.069  -1.335  -2.057  -0.235
C  1.059  -2.370  -0.132  -1.457
C  -0.636  -1.226  -3.207  -0.839
N  1.217  0.907  0.075  -0.388
O  1.147  3.580  -0.187  -0.647
O  2.507  2.443  1.451  -0.642
O  3.002  2.263  -1.074  -0.547
S  1.882  2.369  0.159  1.102
H  -3.253  -0.452  2.167  0.377
H  -2.190  1.837  2.811  0.443
H  -2.343  -1.862  0.676  0.257
H  -0.241  2.451  1.627  0.275
H  0.940  -3.464  -0.448  0.314
H  1.176  -2.156  0.880  0.426
H  1.899  -1.954  -0.569  0.393
H  2.782  1.314  -1.150  0.417
H  -1.580  -1.802  -3.634  0.197
H  -0.194  -0.533  -4.015  0.198



No. 11
This record from the Open Molecules 2025 dataset describes a 2-piece molecular cluster, C3H7N3O2 overall. The level of theory is ωB97M-V with the def2-TZVPD basis set.

Properties
E_LUMO in Eh: 0.009
HOMO energy in eV: -8.7347
F_max in hartree/bohr: 0.293
E_tot in Eh: -432.97517
2S+1: 1

Last column: Mulliken charge in e.
Geometry (Å):
C  1.053  0.212  -0.265  0.403
C  -1.002  0.407  0.775  -0.466
C  -2.078  -0.548  0.509  -0.121
H  2.533  -1.452  -0.341  0.380
H  -0.077  -0.991  -1.852  0.430
H  2.403  1.584  0.351  0.193
H  -0.284  2.108  -0.260  0.371
H  -1.636  1.327  1.025  0.371
H  -0.510  0.206  1.716  0.374
H  -2.741  -0.904  1.252  0.414
N  0.932  -0.825  -0.893  -0.231
N  2.250  0.557  0.161  -0.851
N  -0.319  0.903  -0.199  -0.304
O  1.962  -1.811  -1.255  -0.431
O  -2.487  -0.772  -0.725  -0.532



No. 12
This record from the Open Molecules 2025 dataset describes a 2-piece molecular cluster, C5H14N3 overall. The level of theory is ωB97M-V with the def2-TZVPD basis set.

Properties
E_LUMO in Eh: -0.125
HOMO energy in eV: -13.0815
Charge: +1
F_max in hartree/bohr: 0.011
E_tot in Eh: -362.90318
2S+1: 1

Last column: Mulliken charge in e.
Geometry (Å):
C  0.695  -2.309  -1.819  -1.230
C  -0.121  -1.429  -0.939  0.241
C  -1.373  -1.654  -0.611  -0.153
N  -2.036  -0.653  0.256  -0.120
H  0.133  -3.182  -2.155  0.347
H  1.024  -1.749  -2.685  0.328
H  1.584  -2.634  -1.294  0.323
H  0.356  -0.530  -0.564  -0.016
H  -1.987  -2.489  -0.913  0.392
H  -1.368  0.110  0.443  0.165
H  -2.862  -0.246  -0.188  0.414
H  -2.328  -1.054  1.155  0.418
C  0.038  1.745  2.115  -0.970
N  0.229  1.618  0.669  -0.363
C  1.539  1.636  0.192  -0.128
N  1.789  2.055  -0.970  -0.638
H  -1.015  1.617  2.361  0.293
H  0.604  0.974  2.622  0.392
H  0.358  2.718  2.500  0.369
H  -0.320  2.274  0.129  0.233
H  2.281  1.219  0.874  0.426
H  2.779  1.963  -1.179  0.277



- Which formula does entry 5 have?
  C4H12